Entry 1:
Here is C45H43N4NiO5S3Te as an isolated structure in a non-equilibrium geometry from the Open Molecules 2025 dataset. Energies are from wB97M-V/def2-TZVPD.

As for the charge: -2. Its multiplicity is 2. As for the total energy: -5306.76555 Ha. The calculation puts the LUMO energy (spin up / spin down) at 3.9 / 3.9 eV. The orbital gap (spin up / spin down) is 5.76 / 5.48 eV.

XYZ file:
```
102
Properties=species:S:1:pos:R:3:forces:R:3:lowdin_spin:R:1
H 4.712639 -2.003335 1.633324 0.002 -0.026 -0.015 0.00
C 2.184783 1.967273 0.579768 0.034 0.063 0.026 0.00
C 4.059322 1.324310 -4.419557 0.072 0.106 -0.045 0.00
H -4.326756 -0.413513 2.921846 -0.001 0.002 -0.105 0.00
H -5.463558 -3.209125 6.643502 0.009 -0.006 -0.003 0.00
N -3.461363 -0.459055 -0.843879 -0.010 -0.036 0.276 0.00
C -6.252104 -1.952786 5.062136 0.229 0.020 -0.047 0.00
H -1.793627 -2.057157 0.894160 -0.057 -0.156 -0.121 0.00
S 0.681381 -0.795716 1.363354 0.196 -0.277 -0.197 0.00
H 4.046732 -0.779959 -3.947654 0.012 0.008 0.003 0.00
C -1.457603 -3.060030 0.653050 0.158 0.075 -0.082 0.00
C 6.157518 4.203400 -5.770983 0.051 0.041 -0.051 0.00
C 4.047310 -2.778413 1.248313 -0.019 -0.010 0.041 0.00
H 4.397072 2.254062 3.115795 0.002 -0.001 0.018 0.00
H -2.193779 -6.300201 1.293567 -0.001 -0.005 0.013 0.00
H -2.998633 -3.992237 1.793980 -0.019 -0.006 0.012 0.00
H -4.366874 -1.683982 -2.755498 0.015 0.005 0.002 0.00
H 2.050593 2.857337 2.519365 0.000 0.011 0.016 0.00
C 5.198275 3.408095 -4.928102 -0.010 -0.066 -0.018 0.00
C -0.350275 -3.215977 -0.169358 0.090 -0.067 -0.037 0.00
C -5.210645 -2.545269 5.824764 0.135 0.009 0.033 0.00
H 0.931804 -4.625539 -1.122306 0.005 -0.004 -0.024 0.00
S -1.944048 -1.228319 3.948313 0.040 0.041 -0.360 0.01
H -2.273112 3.603248 4.047527 0.020 -0.009 -0.005 0.00
C -0.560285 -5.608124 0.079386 0.009 -0.037 -0.009 0.00
H 0.008657 5.380377 -1.029949 0.007 0.015 -0.011 0.00
H 4.491265 -0.394157 -5.626971 0.007 -0.012 -0.011 0.00
N -2.644805 0.354951 -0.050914 -0.032 -0.012 -0.345 0.02
H 0.266533 5.604599 1.453139 0.028 0.003 0.006 0.00
H 4.610239 -0.807593 -1.256409 0.002 0.015 0.034 0.00
C -5.104066 -2.181009 -0.819388 0.031 0.062 0.009 0.00
C -1.676246 -5.437040 0.890401 -0.019 -0.047 0.008 0.00
C 4.266510 0.898362 -0.000820 0.110 -0.003 0.058 0.00
N -4.568377 -0.870985 3.808787 -0.166 -0.206 -0.316 0.00
H -7.426119 -4.695314 -2.633687 -0.008 -0.004 -0.005 0.00
N 0.727882 -0.936656 -0.297058 -0.048 0.435 0.387 0.00
H -1.141458 3.371755 -1.922529 -0.008 -0.008 -0.033 0.00
C 0.343522 -2.068751 -0.891549 0.002 -0.342 -0.494 0.00
O -4.256951 -1.240720 1.192212 0.183 -0.180 0.206 0.02
O 2.777129 -2.224459 0.937482 -0.028 0.093 -0.035 0.00
H -0.914201 3.945910 5.150951 -0.029 -0.014 0.002 0.00
H 6.682358 3.559523 -6.477973 0.004 -0.007 -0.008 0.00
H -7.293650 -2.161435 5.247197 -0.023 -0.002 0.027 0.00
H -5.854654 -3.288488 -3.934270 -0.007 -0.012 0.005 0.00
O 0.545538 -2.254804 -2.101692 -0.120 -0.024 0.121 0.00
C -0.370607 4.614810 -0.366215 -0.020 -0.035 0.011 0.00
H 3.406562 3.898179 -1.025613 0.022 -0.016 0.033 0.00
C -0.221225 4.738220 1.020458 -0.046 0.021 0.092 0.00
C -1.208475 3.428914 4.234680 -0.126 0.030 0.004 0.00
C 0.086583 -4.506289 -0.456969 0.021 -0.003 0.035 0.00
H -1.050992 2.357395 4.325810 0.017 0.025 0.016 0.00
C 4.520312 3.994148 -3.871227 0.036 0.068 -0.033 0.00
Ni -2.231083 -0.281724 1.766290 -0.530 0.919 0.697 0.93
C -6.818681 -3.877385 -0.742461 -0.032 -0.033 -0.061 0.00
H 4.417017 -3.177781 0.305727 0.007 -0.009 0.023 0.00
C 2.688057 2.330049 1.820340 -0.044 0.019 0.004 0.00
C -2.126937 -4.157141 1.172477 -0.010 0.041 0.007 0.00
H -0.203362 -6.606615 -0.148259 0.002 -0.008 0.004 0.00
C -3.517575 -1.471148 4.439025 -0.271 -0.039 0.319 0.00
C 4.766776 1.286592 1.240119 0.059 -0.034 -0.006 0.00
S 2.605756 -1.473584 3.484899 -0.011 -0.051 -0.058 0.00
Te 2.073510 0.673788 -2.150920 -0.123 -0.107 -0.051 0.00
C -1.470571 2.480713 -0.005341 -0.095 0.048 -0.005 0.00
H 6.907221 4.707006 -5.156834 -0.001 0.000 0.018 0.00
C -2.209343 1.409241 -0.638221 0.004 -0.204 0.204 0.00
C -5.983055 -2.980469 -0.094187 0.099 0.093 -0.055 0.00
C 3.623410 3.281255 -3.081821 -0.030 0.066 0.024 0.00
C -5.898255 -3.198013 -2.854921 -0.060 -0.056 -0.017 0.00
C -1.005724 3.498924 -0.854394 0.037 0.001 0.032 0.00
C 2.909201 4.022257 -1.988608 -0.045 0.055 0.042 0.00
C 3.845822 -0.117301 -4.791466 -0.018 -0.135 0.006 0.00
H -2.453545 1.541512 -1.692115 -0.056 -0.048 -0.038 0.00
C -5.066486 -2.300724 -2.208764 0.034 0.051 0.123 0.00
H -3.097401 -2.792932 6.077803 -0.027 -0.029 0.036 0.00
C -3.898798 -2.318329 5.530955 -0.166 0.054 0.024 0.00
H 2.872900 5.089819 -2.217183 0.001 0.005 0.019 0.00
H -5.982654 -2.886394 0.983374 0.008 0.003 0.029 0.00
C 3.399502 1.920983 -3.333844 0.006 -0.163 -0.006 0.00
C 5.132795 0.094626 -0.927714 0.050 -0.077 -0.053 0.00
C 2.960551 1.262493 -0.331313 -0.116 0.022 -0.039 0.00
H -7.495358 -4.496713 -0.165047 -0.013 -0.018 -0.009 0.00
C -4.205180 -1.221752 -0.082698 -0.037 0.035 -0.361 0.00
C 2.122717 -1.573594 1.897268 -0.007 0.126 0.177 0.00
C -5.875546 -1.137305 4.043206 0.223 0.047 0.036 0.00
O -0.407241 4.009095 3.218665 0.213 -0.101 -0.077 0.00
H 2.812513 -0.314851 -5.083294 -0.018 0.016 0.010 0.00
C -0.673778 3.770323 1.885201 -0.128 0.019 -0.021 0.00
H 5.781549 1.005805 1.505068 -0.002 -0.005 0.013 0.00
O -1.630997 1.644299 2.242530 0.108 -0.186 -0.116 0.02
H 5.386812 0.655239 -1.830714 -0.001 0.026 -0.006 0.00
H 1.890338 3.658362 -1.854844 -0.005 -0.019 -0.011 0.00
C -1.298907 2.559200 1.412762 0.241 0.043 0.103 0.00
H 1.172036 2.237017 0.316571 -0.086 0.011 -0.015 0.00
C -6.780303 -3.988597 -2.125495 -0.017 -0.020 -0.002 0.00
C 4.944034 2.071045 -5.194945 0.020 0.041 0.004 0.00
H 3.949553 -3.565762 1.998015 0.024 0.027 -0.026 0.00
H -6.566762 -0.668857 3.357876 0.002 0.028 0.000 0.00
H 4.680046 5.046841 -3.653888 0.017 0.023 -0.003 0.00
H 5.640544 4.975665 -6.346571 -0.015 0.000 0.003 0.00
C 3.989839 1.991176 2.147077 0.014 0.015 0.030 0.00
H 6.058933 -0.192849 -0.426008 0.023 -0.008 -0.017 0.00
H 5.450080 1.588062 -6.026077 0.017 0.005 -0.017 0.00
```
Forces are in eV/Å.

Entry 2:
Here is C45H44BrN6O5PSSn as an isolated structure in a non-equilibrium geometry from the Open Molecules 2025 dataset. Energies are from wB97M-V/def2-TZVPD.

The energy relative to the best compared isomer or geometry (same formula, charge and spin) is 11.30 kcal/mol. As for the total energy: -5973.83412 Ha. The calculation puts the LUMO energy at -1.1 eV. The orbital gap is 6.06 eV.

XYZ file:
```
104
Properties=species:S:1:pos:R:3:forces:R:3:lowdin_charge:R:1
H 0.747385 1.527551 1.580589 -0.173 0.129 -0.100 0.09
C 0.965289 4.791036 0.954895 0.483 0.292 0.100 -0.06
C -0.177747 -3.245060 2.519248 -0.207 -0.066 0.208 -0.11
C -0.585356 -1.921410 2.412654 -0.683 0.712 -0.002 -0.40
H -0.759741 -4.003501 -2.132896 0.471 0.048 0.180 0.07
C -2.352914 2.413620 -3.420595 0.380 0.032 0.008 -0.29
H 4.476455 -0.290747 -4.260195 0.002 0.108 0.067 0.10
C -2.364740 3.823618 -3.347422 0.438 -0.564 -0.109 -0.01
C 3.550330 0.247491 -4.132433 -0.456 -0.286 0.065 0.00
H -5.804533 -5.432470 0.941524 -0.007 -0.106 0.013 0.10
P -1.737643 -1.392642 1.091141 0.383 0.097 0.010 1.09
C -2.954336 -2.776116 1.024010 -0.029 0.039 -0.016 -0.31
H 1.002888 5.696044 1.591998 -0.017 -0.314 -0.415 0.08
O 2.166229 0.503860 -0.742858 0.181 -1.565 0.509 -0.17
C 0.872905 -3.574819 3.353597 0.460 -0.166 -0.063 -0.08
H 0.186865 4.950568 0.186111 0.307 -0.050 0.311 0.07
C -3.299159 -3.487481 2.174954 -0.537 0.004 -0.405 -0.10
H -1.128156 2.982767 3.067864 0.016 0.162 -0.236 0.08
H -4.612913 -4.921851 3.044179 -0.120 -0.125 0.386 0.10
H -3.454076 0.568048 -3.532835 0.095 0.146 -0.153 0.07
N -0.155781 2.195183 -0.080923 -0.298 0.595 0.180 0.01
H -2.431929 -0.577132 3.885349 0.006 0.108 0.181 0.10
C -4.280177 2.103515 2.894295 0.426 -0.060 -0.599 -0.09
H -0.236087 0.120843 2.997767 0.185 -0.223 0.212 0.09
H -4.575380 2.643928 0.826495 -0.056 0.019 -0.004 0.10
H 2.277843 3.339603 -4.569737 0.034 -0.260 0.137 0.11
C 4.101561 -1.570210 1.544286 -0.672 0.565 0.041 -0.08
C -2.893224 0.142485 3.222748 -0.064 0.256 -0.217 -0.10
C 1.662087 3.407444 2.984771 -0.100 0.726 -0.017 -0.03
C 3.651166 -3.881157 -2.969684 0.233 0.293 -0.239 -0.03
C -3.593286 -3.118703 -0.164917 0.393 0.296 -0.451 -0.26
H -1.546212 3.938194 1.584004 0.372 -0.308 0.410 0.07
O 1.632348 -1.495314 0.195986 1.198 1.775 -0.568 -0.12
C 0.076434 -0.916801 3.125090 0.729 -0.789 0.021 -0.11
C -2.740264 -0.026731 1.847833 -0.134 -0.068 0.103 -0.33
C -0.046256 2.370437 -3.592047 -1.719 1.350 0.430 -0.25
H -3.287688 4.382745 -3.366657 -0.176 -0.139 0.138 0.11
H 2.487684 -5.478441 -2.049894 0.261 0.319 0.056 0.12
C -4.992038 -4.721812 0.957172 0.796 0.344 -0.696 -0.06
H -4.266368 1.829893 -2.638123 0.214 0.031 -0.313 0.09
N 1.217032 0.287103 -3.561294 1.386 0.281 -0.966 0.02
C 3.615176 -2.579104 -3.465743 -1.053 0.047 0.559 0.00
C 0.611120 3.584582 1.851811 0.063 -0.020 -0.254 -0.63
H 0.144369 2.870626 -0.794687 -0.332 -0.412 0.290 0.06
H -3.224532 0.764566 -0.078379 -0.121 0.103 0.101 0.08
C 2.391118 -0.422461 -3.725065 -0.658 2.114 -0.085 -0.19
H 4.571430 -4.436946 -3.064859 0.048 -0.169 -0.019 0.11
C 4.431917 0.753175 0.939368 -0.053 -0.719 0.321 -0.05
C 1.182122 -1.276559 3.909014 -0.279 0.916 -0.024 -0.09
C 5.435387 0.765663 1.892718 0.020 -0.743 0.419 -0.68
C 2.542070 -4.438674 -2.368088 -0.439 0.252 -0.342 0.00
H 2.698270 3.250599 2.618063 -0.698 0.047 -0.103 0.07
C 1.391241 -3.657607 -2.244592 -0.270 1.248 -0.381 -0.29
O -2.503327 -1.008847 -1.470560 -1.211 -1.753 -0.223 -0.60
C 2.405955 -0.484439 0.051671 -0.202 -0.387 -0.625 -0.59
H 1.956565 4.682528 0.439148 -0.832 -0.079 0.533 0.09
H -4.993129 -4.379186 -1.179870 -0.143 0.049 -0.185 0.11
H -1.151890 2.366235 0.151038 0.623 -0.041 -0.185 0.07
H 2.452891 -2.874569 4.620195 -0.149 0.170 0.009 0.10
S -3.326016 -2.253172 -1.728250 -0.171 1.539 -0.789 0.46
C 1.161416 1.623635 -3.853850 2.361 -1.660 0.367 -0.19
C 0.177026 -4.178838 -1.573912 -0.296 -0.636 0.468 -0.01
C -3.353443 0.904066 0.993767 0.410 -0.222 0.004 -0.10
H -3.640350 1.377386 4.801329 -0.190 -0.096 0.186 0.10
C 2.432782 -1.834451 -3.314077 -0.207 -1.549 0.525 -0.20
C 3.699176 -0.431647 0.824204 -0.186 -0.414 0.033 -0.10
H 0.067429 -3.719599 -0.570465 0.070 -0.065 -0.418 0.08
H -4.906042 2.896845 3.301560 0.252 -0.108 -0.142 0.10
C -0.811961 3.800666 2.405029 0.032 0.906 0.300 -0.05
H -1.116268 5.590102 -3.292264 -0.078 -0.567 0.172 0.12
H 1.742891 -0.495367 4.413993 -0.041 -0.046 0.036 0.10
C 3.517363 1.610892 -4.385927 0.045 -0.660 -0.255 -0.03
H -4.206166 1.968409 -4.401699 0.304 -0.202 0.302 0.09
H 0.331521 -5.260623 -1.423523 -0.320 0.363 0.056 0.09
H 1.673929 4.344894 3.582285 -0.018 -0.619 -0.172 0.09
H 4.237169 1.619765 0.329400 -0.445 0.139 0.116 0.11
N -1.212079 1.700401 -3.474024 0.277 0.737 -0.535 0.16
C -4.330194 -4.414870 2.142958 0.084 0.018 -0.178 -0.08
H 3.545184 -2.508106 1.462540 0.052 0.415 -0.035 0.12
H 1.413752 2.569252 3.653994 -0.065 0.221 -0.204 0.08
H 6.617143 -0.476967 3.244440 0.204 0.327 0.324 0.10
H 0.959509 4.286768 -3.451528 0.180 0.150 -0.080 0.10
N 5.106848 -1.548097 2.402467 0.774 -0.198 -0.237 0.07
O -4.695388 -1.914094 -2.125544 1.002 -0.286 0.111 -0.34
C -3.624660 1.645033 -3.518906 -0.848 -0.099 0.466 -0.03
Sn 0.216959 -0.444602 -1.588397 -1.605 -0.153 1.128 1.50
C 1.581061 -2.592864 4.036677 -0.089 -0.272 -0.208 -0.10
H 1.207213 -4.600134 3.435181 -0.111 -0.122 0.002 0.10
H 4.479593 -2.129029 -3.913245 0.198 -0.154 -0.091 0.09
H -2.784560 -3.277121 3.091970 0.064 0.042 0.377 0.10
Br 6.106215 2.399727 2.522348 0.457 0.339 -0.161 0.75
C 0.015635 3.778232 -3.479571 -0.059 -1.015 0.264 -0.03
N 0.697550 2.382085 1.036802 0.504 -0.697 -0.283 -0.09
N 1.326076 -2.377837 -2.714086 1.615 -0.051 -0.272 0.07
H -0.845513 4.760711 2.973935 -0.006 -0.688 -0.201 0.09
H 4.441976 2.068207 -4.722018 -0.234 0.266 0.084 0.12
C -1.156915 4.491456 -3.319823 -0.106 0.593 -0.393 -0.06
C -3.613643 1.225995 3.733538 0.051 -0.349 0.053 -0.09
C 5.789670 -0.415373 2.563576 -0.875 0.175 -0.489 -0.18
C 2.327045 2.293976 -4.278579 -0.468 0.064 -0.213 0.01
O -2.624956 -3.192414 -2.606825 -0.361 0.342 0.517 -0.36
C -4.099912 1.952393 1.510582 -0.405 0.004 0.304 -0.09
C -4.553138 -4.125126 -0.232520 -0.300 -0.024 1.121 -0.05
H -0.726146 -4.013679 1.979184 0.235 0.049 0.041 0.10
```
Forces are in eV/Å.